(1)
ORCA calculation (ωB97M-V/def2-TZVPD) on 9 unconnected molecules or ions with the total composition C32H54O27 in a non-equilibrium geometry.

Structure (ORCA input):
```
! wB97M-V def2-TZVPD RIJCOSX def2/J DEFGRID3
* xyz 0 1
C -5.3805 2.4985 2.0531
C -4.4183 2.4225 0.9019
C -3.6858 1.0894 0.7908
O -4.5359 0.3660 -0.1011
C -5.4036 1.1889 -0.7295
O -6.2095 0.7559 -1.4843
O -5.2585 2.4781 -0.2760
H -5.9194 3.4464 2.0775
H -4.8980 2.2823 2.9888
H -6.0900 1.6781 1.9436
H -3.7344 3.2577 0.8262
H -3.6594 0.5985 1.7521
H -2.6866 1.1274 0.3728
C 1.2343 -0.8752 -4.8060
C 0.2607 0.2311 -4.8497
C 0.3756 1.3253 -3.8890
O 0.1419 2.5153 -4.6316
C 0.2916 2.2778 -5.9405
O 0.3126 3.1573 -6.7434
O 0.4597 0.9594 -6.1043
H 2.2447 -0.6003 -4.5568
H 1.1298 -1.2636 -5.8454
H 0.9315 -1.6353 -4.1286
H -0.7949 -0.0552 -4.8824
H 1.4262 1.3883 -3.5465
H -0.2698 1.3488 -2.9620
C 0.7888 5.3312 6.7480
C 0.6437 4.8003 5.3715
C 1.2843 3.4916 5.1229
O 0.5099 2.9322 4.0546
C -0.7124 3.5186 4.1565
O -1.6185 3.0857 3.5402
O -0.6724 4.5755 5.0372
H 0.9076 6.3921 6.8219
H 1.7394 4.8908 7.1086
H 0.0064 5.0042 7.4358
H 0.9735 5.5664 4.6566
H 1.1881 2.8441 5.9742
H 2.2920 3.6041 4.7296
C 1.9580 -7.2874 -1.0891
C 2.3338 -5.8498 -1.1003
C 1.5421 -4.8592 -0.1918
O 2.5981 -4.0506 0.4074
C 3.7646 -4.5708 0.1583
O 4.7675 -4.1260 0.5823
O 3.6034 -5.7002 -0.4999
H 1.0966 -7.4959 -1.7086
H 1.7535 -7.6001 -0.0658
H 2.7386 -7.9499 -1.4110
H 2.4581 -5.4058 -2.0979
H 1.0414 -5.4024 0.6551
H 0.8346 -4.2834 -0.8034
C 0.2402 1.2185 1.4682
C 1.1005 0.6589 0.4588
C 1.5649 -0.8209 0.5505
O 0.7066 -1.5261 -0.3388
C 0.1300 -0.6264 -1.1648
O -0.6153 -0.9172 -2.0760
O 0.3802 0.6296 -0.7695
H -0.7773 0.8000 1.4535
H 0.1459 2.2765 1.3040
H 0.6392 1.0413 2.4488
H 1.9666 1.2787 0.2074
H 1.4033 -1.2486 1.5232
H 2.5912 -1.0355 0.2929
C -1.4356 3.9314 -1.1631
O -0.6640 4.8552 -1.9563
C 0.5326 4.3912 -2.3376
O 1.1336 3.4487 -1.9461
O 0.9991 5.2853 -3.2645
C 2.2426 4.8356 -3.9042
H -0.8179 3.2277 -0.6510
H -2.0556 3.3585 -1.8131
H -2.0832 4.4073 -0.4323
H 2.1855 5.2581 -4.9103
H 2.2111 3.7720 -3.9883
H 3.0958 5.1922 -3.3509
C -0.5993 -2.6081 3.0399
O -1.2432 -1.8173 2.0550
C -1.6985 -2.5130 1.0361
O -1.7165 -3.7018 0.8942
O -2.2866 -1.5966 0.1736
C -2.9444 -2.2820 -0.9412
H -0.5780 -1.8879 3.8697
H 0.3761 -2.8997 2.6954
H -1.1221 -3.5128 3.2733
H -3.8671 -2.7067 -0.5952
H -2.2452 -2.8566 -1.4722
H -3.3190 -1.5543 -1.6447
C -0.8105 -4.8145 -3.4580
O -1.3089 -5.4703 -2.2646
C -1.4568 -6.8452 -2.3617
O -1.1952 -7.5192 -3.3201
O -2.0317 -7.3690 -1.2833
C -2.5621 -6.4868 -0.1938
H 0.1690 -5.2375 -3.6638
H -0.8357 -3.7335 -3.3119
H -1.5056 -5.1209 -4.2695
H -1.8140 -5.7957 0.1988
H -2.7673 -7.1939 0.6298
H -3.4190 -5.8577 -0.5346
C 4.0217 1.2505 3.1751
O 4.9131 2.1626 2.5431
C 4.4583 3.1800 1.8038
O 5.1326 3.9545 1.1956
O 3.0901 3.1478 1.8277
C 2.4163 4.2039 0.9923
H 3.7251 1.6284 4.1595
H 4.5561 0.3186 3.3573
H 3.1734 1.1394 2.5122
H 2.9360 5.1604 1.0200
H 1.4108 4.3167 1.3850
H 2.4439 3.8078 0.0141
*
```

Results
total energy = -89342.208 eV
ΔE to the lowest compared entry with this formula, charge and spin = 10.7 kcal per mole
max |F| = 0.06888 Eh/bohr
HOMO energy = -10.73 eV

(2)
ORCA calculation (ωB97M-V/def2-TZVPD) on a molecular structure, C36H44N3 in a non-equilibrium geometry.

Structure (ORCA input):
```
! wB97M-V def2-TZVPD RIJCOSX def2/J DEFGRID3
* xyz 1 1
C -6.7575 -0.3700 -0.0338
C -6.7258 -1.5524 0.9158
N -5.4696 -2.2514 0.8601
C -5.5045 -3.5690 1.4477
C -4.2623 -4.3597 1.1137
C -3.0172 -3.5859 1.5484
C -3.0593 -2.1483 1.1181
C -4.2953 -1.5510 0.7596
C -4.2593 -0.1840 0.3500
C -3.0423 0.4285 0.0337
C -1.8023 -0.1882 0.2999
C -0.5458 0.3491 -0.3444
C 0.7394 -0.3516 0.0630
C 1.8466 0.1855 0.7716
C 3.0717 -0.5023 0.8285
C 3.0834 -1.8879 0.5129
N 4.2107 -2.6420 0.6440
C 5.5075 -2.0063 0.7285
C 5.4624 -0.7860 1.6284
C 4.3559 0.1801 1.1795
C 4.2306 -4.0455 0.2691
C 2.9040 -4.7054 0.5574
C 1.7849 -3.9628 -0.1627
C 1.8969 -2.4908 0.0213
C 0.8208 -1.6911 -0.3212
C -1.8763 -1.4174 1.0054
C -5.5523 0.5516 0.1970
H -6.7620 -0.7073 -1.0770
H -7.6851 0.1935 0.1171
H -6.9433 -1.1945 1.9401
H -7.5262 -2.2498 0.6652
H -5.6163 -3.5060 2.5453
H -6.3947 -4.0859 1.0855
H -4.3054 -5.3347 1.6058
H -4.1980 -4.5570 0.0391
H -2.9404 -3.6378 2.6408
H -2.1255 -4.0978 1.1581
H -3.0386 1.3848 -0.4991
H -0.6963 0.3817 -1.4357
H 1.7613 1.1194 1.3522
H 6.2063 -2.7426 1.1259
H 5.8798 -1.7283 -0.2767
H 5.2803 -1.1016 2.6655
H 6.4296 -0.2755 1.5940
H 4.7108 0.7128 0.2803
H 4.1823 0.9384 1.9550
H 4.4874 -4.1253 -0.8020
H 5.0478 -4.5054 0.8327
H 2.9540 -5.7403 0.2259
H 2.7172 -4.7003 1.6371
H 1.8100 -4.1980 -1.2369
H 0.8171 -4.3245 0.2158
H -0.0291 -2.1347 -0.8428
H -0.9684 -1.8780 1.3947
H -5.4805 1.2821 -0.6170
H -5.7329 1.1134 1.1249
C 4.7532 4.8702 -2.7791
C 3.6686 5.7487 -2.7084
C 2.3739 5.2444 -2.6365
C 2.1808 3.8570 -2.6232
C 0.7585 3.3324 -2.4097
C 0.3308 3.5072 -0.9393
C -0.7555 4.5113 -0.6201
C -1.3513 4.0214 0.7103
C -0.6748 2.6578 1.0157
N -0.1245 2.2185 -0.2936
C 3.2579 2.9683 -2.7418
C 4.5483 3.4879 -2.8192
H 5.7679 5.2642 -2.8193
H 3.8190 6.8213 -2.6913
H 1.5092 5.9065 -2.5503
H 0.0204 3.8972 -3.0164
H 0.6587 2.2617 -2.6656
H 1.2096 3.8179 -0.3485
H -0.3900 5.5483 -0.5811
H -1.5190 4.4840 -1.4025
H -1.1925 4.7397 1.5258
H -2.4423 3.8835 0.6297
H 0.1445 2.8209 1.7445
H -1.3831 1.9013 1.3753
H 0.7983 1.7941 -0.1372
H 3.0621 1.8895 -2.7299
H 5.3855 2.7985 -2.8936
*
```

Results
total energy = -42509.905 eV
max |F| = 0.05707 Eh/bohr
HOMO energy = -9.79 eV

(3)
ORCA calculation (ωB97M-V/def2-TZVPD) on a molecular structure, C12H19FIN4ORh in a non-equilibrium geometry.

Structure (ORCA input):
```
! wB97M-V def2-TZVPD RIJCOSX def2/J DEFGRID3
* xyz -2 5
C -1.8644 -0.0744 -2.1803
I -0.5790 1.3251 -3.5880
H -2.6717 -0.6866 -2.5918
H -1.0734 -0.7146 -2.6362
H -2.3566 0.8180 -2.6301
C 0.3905 3.5247 2.1897
C -0.8080 3.7939 1.5980
N -1.1343 2.6784 0.8362
C -0.1740 1.6944 0.9403
N 0.7465 2.2340 1.8010
H 0.9775 4.1062 2.8693
H -1.4315 4.6661 1.6849
C 2.1749 -3.3573 -0.8851
C 0.6540 -1.8118 -0.2190
N 1.9755 -2.0452 -0.4729
H 0.6561 -4.9346 -1.2889
N 0.0481 -3.0008 -0.4980
H 3.1713 -3.7091 -1.1954
Rh -0.1510 -0.2625 0.6375
C -1.8514 -0.1970 -0.4845
O -2.9754 -0.2253 0.0778
C 0.9732 -3.9439 -0.9294
C -1.3782 -3.2484 -0.4961
H -1.4424 -4.3374 -0.4237
H -1.8683 -2.8841 -1.4132
H -1.9095 -2.7831 0.3403
C 3.0207 -1.0220 -0.3895
H 3.8608 -1.4311 -0.9497
H 3.3291 -0.7986 0.6583
H 2.7151 -0.0585 -0.8379
C 2.0253 1.6501 2.0956
H 2.8326 2.2777 1.6905
H 2.1088 0.6358 1.6772
H 2.1439 1.5849 3.1768
C -2.2566 2.7931 -0.0655
H -1.9225 2.7528 -1.1241
H -2.6740 3.7857 0.1678
H -3.0534 2.0496 0.1174
F -0.2282 -0.8440 2.7406
*
```

Results
total energy = -34577.999 eV
max |F| = 0.09486 Eh/bohr
HOMO energy (alpha / beta) = 2.30 / -1.04 eV

(4)
ORCA calculation (ωB97M-V/def2-TZVPD) on 2 unconnected molecules or ions with the total composition C4H8N4 in a non-equilibrium geometry.

Structure (ORCA input):
```
! wB97M-V def2-TZVPD RIJCOSX def2/J DEFGRID3
* xyz 0 1
C 2.3731 1.7870 1.8187
C 1.1276 1.7767 1.1381
C 0.4920 -1.0042 -1.4358
C -1.4612 -0.3666 -0.0704
N 2.8527 0.5409 1.7099
N 2.0543 -0.2022 0.9701
N 1.0788 0.5473 0.6350
N -0.2403 0.0588 -0.8226
H 2.9887 2.4776 2.5351
H 0.4511 2.5364 0.8241
H 0.6045 -1.8038 -0.6303
H 0.0331 -1.5305 -2.3097
H 1.5686 -0.6623 -1.8057
H -1.6726 0.5133 0.5846
H -2.2719 -0.4092 -0.8680
H -1.4654 -1.4320 0.2926
*
```

Results
total energy = -10232.912 eV
ΔE to the lowest compared entry with this formula, charge and spin = 122.9 kcal per mole
max |F| = 0.08230 Eh/bohr
HOMO energy (alpha / beta) = -9.31 / -9.31 eV

(5)
ORCA calculation (ωB97M-V/def2-TZVPD) on 2 unconnected molecules or ions with the total composition C18H30NO2 in a non-equilibrium geometry.

Structure (ORCA input):
```
! wB97M-V def2-TZVPD RIJCOSX def2/J DEFGRID3
* xyz 1 1
C 5.6317 -1.7773 -2.7655
C 4.6385 -0.8626 -1.9644
H 4.0539 -0.2405 -2.5413
H 5.3406 -0.3318 -1.3168
O 3.7997 -1.7362 -1.4796
C 3.0917 -1.1259 -0.4231
C 3.0669 0.3324 -0.1947
C 1.9456 0.6190 0.6605
C 1.1649 -0.2125 1.4120
C 1.2478 -1.4466 1.2486
C 2.2073 -2.1795 0.5427
O 2.1541 -3.5698 0.3350
C 3.0305 -4.1264 -0.5820
H 4.0762 -3.9743 0.0589
H 2.9605 -4.0819 -1.5396
H 2.9460 -5.1288 -0.1130
H 0.7101 -2.0356 1.7753
C 0.2421 0.4976 2.4407
H 0.3026 0.0481 3.5181
H 0.2165 1.5564 2.5202
N -1.2104 -0.1723 2.0969
H -1.5796 -0.1435 3.1839
H -1.0788 -1.0840 1.9251
C -1.9133 0.7435 1.3016
C -1.5447 0.2718 -0.2200
H -0.5483 1.0939 -0.2172
C -2.2671 1.1354 -1.5226
H -1.8083 0.6869 -2.1758
C -2.4640 2.5811 -1.3785
H -3.0706 2.8049 -2.3402
H -1.6998 2.9844 -1.3373
C -3.5178 2.9866 -0.3888
H -2.9364 3.2959 0.6568
H -3.8367 4.0837 -0.7636
C -4.6540 2.2183 0.0197
H -5.5979 2.7652 0.4577
C -4.6196 1.2279 1.2426
H -4.1401 2.1582 2.3400
H -5.4675 0.8638 1.6059
C -3.3673 0.1349 1.3938
H -3.7157 -0.2629 0.4586
H -3.4053 -0.3473 2.3335
H -4.8603 1.5624 -0.8031
H -3.1375 0.5383 -1.5174
H -1.1442 -0.6522 -0.3979
H -2.1266 1.8224 1.4656
H 1.8950 1.9241 0.7913
H 3.4458 1.0269 -0.8055
H 4.9354 -2.5429 -3.4899
H 6.3113 -2.6103 -2.1261
H 6.2971 -1.3192 -3.3815
*
```

Results
total energy = -24713.693 eV
ΔE to the lowest compared entry with this formula, charge and spin = 437.1 kcal per mole
max |F| = 0.33085 Eh/bohr
HOMO energy = -10.87 eV

Which value of total energy does entry 1 give? -89342.208 eV

What is the total energy in the third record? -34577.999 eV

Which value of max |F| does entry 5 give? 0.33085 Eh/bohr